Entry from the OMol25 dataset: a molecular structure, C4H7MgO2 (the ωB97M-V functional and the def2-TZVPD basis).

Summary:
⟨S²⟩: 0.75
Kohn-Sham gap (alpha / beta), eV: 4.90 / 3.04
HOMO (alpha / beta), eV: -5.47 / -5.46
Spin multiplicity: 2

```
14
C4H7MgO2, DFT the ωB97M-V functional and the def2-TZVPD basis
Mg -0.52 -2.11 4.09
O 0.15 -0.99 2.57
O 1.43 0.17 -2.15
C -0.30 -0.38 1.59
C -0.28 0.82 -0.60
C 0.51 0.04 0.46
C 0.07 0.27 -2.00
H 0.04 1.87 -0.57
H -1.37 0.83 -0.45
H -0.39 0.99 -2.73
H 1.60 0.50 0.42
H 0.91 -0.91 0.05
H -0.45 -0.72 -2.10
H -1.39 -0.38 1.43
```

Results of the Mulliken charge analysis, in e, for atoms 1 through 2: -0.389, -0.198

---

Entry from the OMol25 dataset: a single CH4NOP molecule (the ωB97M-V functional and the def2-TZVPD basis).

Summary:
Kohn-Sham gap, eV: 8.72
SMILES: NCP=O
HOMO, eV: -9.23
Spin multiplicity: 1

```
8
CH4NOP, DFT the ωB97M-V functional and the def2-TZVPD basis
P 0.64 0.85 -1.37
O -0.57 1.58 -1.05
N -0.74 -0.28 0.62
C 0.53 -0.43 -0.10
H 0.58 -1.48 -0.75
H 1.34 -0.44 0.60
H -0.71 -0.53 1.61
H -1.07 0.73 0.43
```

Results of the Mulliken charge analysis, in e, for atoms 1 through 2: 0.353, -0.470

---

Total energy values, unit Eh, following the record order: -507.0166 -511.8113.
F_max values, unit eV/A, following the record order: 3.4 3.2.
Energy relative to the best compared isomer or geometry (same formula, charge and spin) values, unit eV, following the record order: 2.1820 1.4378.